Computed, not measured: 2 unconnected molecules or ions with the total composition C5H13N2O, with ωB97M-V/def2-TZVPD.

XYZ file:
```
21
Properties=species:S:1:pos:R:3:forces:R:3:lowdin_charge:R:1
C -0.170699 1.796340 2.907327 0.303 0.157 -0.139 -0.0221
C 0.556414 1.727097 1.609752 -0.149 -0.192 0.050 -0.3459
C 1.673868 2.309440 1.246357 0.379 -0.024 -0.278 0.1182
N -0.102055 0.847192 0.613163 -0.110 0.040 -0.204 0.2104
H 0.494911 2.192209 3.662406 0.089 0.180 0.135 0.0950
H -1.029868 2.462928 2.830502 -0.188 -0.188 0.099 0.0990
H -0.454682 0.800587 3.237561 -0.291 -0.061 0.047 0.0914
H 2.107051 2.153083 0.267204 -0.019 0.013 -0.054 0.0868
H 2.230017 2.944501 1.912943 -0.044 0.105 0.201 0.0911
H -0.350651 -0.061427 1.009432 0.057 -0.107 0.000 0.1539
H 0.504145 0.609460 -0.181323 -0.020 -0.134 0.051 0.1289
H -0.964560 1.257806 0.243382 0.072 0.015 0.084 0.1809
C 0.735781 -2.197021 -1.632437 0.190 -0.030 0.128 -0.3387
N -0.228756 -2.435011 -2.516248 0.059 -0.192 0.033 -0.0062
C -1.567574 -1.882986 -2.399716 0.310 0.517 -0.061 -0.0552
O 0.655982 -1.399388 -0.700692 -0.261 0.307 0.041 -0.0387
H 1.641442 -2.794443 -1.789520 0.051 0.047 -0.070 0.1434
H -0.027299 -3.136254 -3.209019 -0.164 -0.005 -0.071 0.1418
H -2.011067 -2.173283 -1.453439 -0.161 -0.148 0.082 0.0873
H -2.167016 -2.236321 -3.231149 -0.069 -0.005 0.037 0.0923
H -1.525385 -0.784510 -2.426487 -0.034 -0.297 -0.110 0.0863
```
Positions in Å, forces in eV/Å.

## Properties
Highest occupied orbital energy   -13.63 eV
Charge   +1

***

Computed, not measured: 2 unconnected molecules or ions with the total composition C5H13N2O, with ωB97M-V/def2-TZVPD.

XYZ file:
```
21
Properties=species:S:1:pos:R:3:forces:R:3:lowdin_charge:R:1
C -0.401679 -0.888412 1.314281 0.424 0.130 0.316 -0.1309
C 0.125911 0.548290 1.256221 -0.154 -0.466 -0.126 -0.1223
C 0.974606 0.719296 0.028442 0.178 -1.057 -0.072 -0.4065
C 0.472377 1.244680 -1.080027 -1.010 1.262 -0.233 0.0618
C 2.662705 -0.629457 -0.808282 0.188 -0.298 -0.240 0.0019
N 2.228809 0.107138 0.113044 0.211 0.449 0.482 0.0436
N -1.134989 -1.250710 0.049330 -0.034 -0.072 0.926 0.1844
H 0.423478 -1.597631 1.425039 -0.124 0.093 -0.085 0.1314
H -1.065259 -0.995416 2.170050 -0.145 -0.166 -0.174 0.1354
H 0.710015 0.669425 2.163622 0.068 0.285 0.059 0.1324
H -0.728536 1.221676 1.251504 0.109 0.218 0.046 0.1215
H -0.494215 1.738214 -0.945878 0.170 -0.106 -0.300 0.0710
H 0.962152 1.448675 -2.023854 0.297 -0.312 0.192 0.0813
H 2.071840 -0.897593 -1.695962 0.011 0.057 0.071 0.0881
H 3.673574 -1.026818 -0.729850 -0.112 0.014 -0.052 0.0870
H -1.178098 -2.265821 0.004447 -0.105 0.003 -0.429 0.1684
H -2.087911 -0.844958 0.044395 0.262 0.153 -0.337 0.1149
H -0.616900 -0.836123 -0.738962 -0.067 -0.119 -0.109 0.1323
H -3.216866 1.001553 -1.364608 0.124 0.079 -0.006 0.0720
H -4.117382 0.214666 -0.433718 0.004 0.165 0.114 0.0754
O -3.212918 0.547929 -0.513568 -0.297 -0.313 -0.041 -0.0429
```
Positions in Å, forces in eV/Å.

## Properties
Highest occupied orbital energy   -13.07 eV
Charge   +1

***

Computed, not measured: a molecular structure, C5H13N2O, with ωB97M-V/def2-TZVPD.

XYZ file:
```
21
Properties=species:S:1:pos:R:3:forces:R:3:lowdin_charge:R:1
C 1.831660 -0.950766 0.516462 3.282 -1.417 1.848 -0.0956
C 2.190017 -0.482478 -0.823333 0.754 0.245 2.522 -0.0566
C -2.824743 -0.333497 -0.367637 0.516 -0.093 4.034 -0.0442
C -1.378106 -0.803105 -0.146364 -1.481 3.391 1.853 -0.1706
C 0.133564 1.195880 -0.031882 0.141 -2.015 -1.228 -0.3345
N -0.723609 0.372862 0.525294 -0.957 -1.045 0.870 0.0393
N 1.893112 0.444412 0.243427 -2.873 1.474 -0.195 0.0044
O 0.448916 2.405785 0.256010 -0.186 2.213 1.454 0.1537
H 0.924029 -1.481183 0.681613 -0.718 0.280 0.306 0.0871
H 2.706437 -1.308374 1.169269 -1.532 0.282 -1.109 0.1609
H 3.183678 -0.462607 -0.980209 3.194 -0.480 -1.211 0.0909
H 1.581946 -0.606982 -1.628888 -1.894 0.160 -2.021 0.0957
H -2.936391 0.502132 -1.003521 0.597 1.525 -0.233 0.0667
H -3.348600 -1.018237 -0.923835 -1.656 -2.290 -0.573 0.0447
H -3.266440 -0.121442 0.726889 0.444 -0.486 -2.752 0.1415
H -1.167118 -1.580545 0.558855 -0.631 -0.973 -0.139 0.1151
H -0.915907 -0.913697 -1.035259 1.671 -0.939 -2.957 0.0792
H -0.004988 1.197665 -1.062964 0.639 -1.026 -2.177 0.1562
H -1.051919 0.307128 1.468143 0.663 1.049 0.801 0.1544
H 2.508704 1.143889 0.692599 0.050 -1.101 -0.659 0.1831
H 0.215762 2.493167 1.165335 -0.024 1.246 1.566 0.1288
```
Positions in Å, forces in eV/Å.

## Properties
Highest occupied orbital energy   -14.08 eV
Charge   +1

***

Computed, not measured: 2 unconnected molecules or ions with the total composition C5H13N2O, with ωB97M-V/def2-TZVPD.

XYZ file:
```
21
Properties=species:S:1:pos:R:3:forces:R:3:lowdin_charge:R:1
N 1.779952 1.194703 2.367204 -0.963 1.157 -0.587 0.1557
C -0.223432 -2.438030 1.192174 0.516 0.865 -0.132 -0.0086
C -0.229506 -1.689348 -0.143417 -0.753 0.835 2.373 -0.1634
N -0.401032 -0.275434 0.025681 -0.110 -1.694 -1.905 0.3056
C -0.883269 1.967610 -0.864808 0.964 0.528 0.137 0.0225
C -0.773166 0.448441 -1.095288 -0.841 1.934 1.337 -0.2662
C 0.266577 0.307965 -2.328252 0.167 -0.535 -0.847 -0.0125
O 1.417811 0.314428 -2.204920 0.671 0.092 0.361 0.3562
H -1.234227 -2.491080 1.589442 -0.097 -0.206 -0.132 0.1075
H 2.199269 2.051737 1.971156 0.258 -0.562 0.722 0.0713
H 0.988575 1.000992 1.729800 0.320 -0.356 0.912 0.0059
H 0.375847 -1.873457 1.904687 0.145 -0.181 0.124 0.0906
H 0.215463 -3.405858 1.041899 0.019 -0.527 0.083 0.1001
H 0.743091 -1.722628 -0.670660 0.376 -0.329 -0.203 0.1875
H -1.044320 -2.089087 -0.759130 0.119 0.142 -0.766 0.1784
H 1.496047 1.334607 3.361193 0.313 -0.271 -1.045 0.0947
H 0.053647 2.407381 -0.516802 0.120 -0.190 -0.155 0.1060
H -1.591556 2.125624 -0.057325 -0.458 -0.134 -0.033 0.1219
H -1.187444 2.514016 -1.751894 -0.232 -0.083 -0.126 0.1179
H -1.757576 0.148821 -1.467422 -0.121 -0.729 -0.087 0.1967
H -0.210752 0.168596 -3.323321 -0.413 0.244 -0.031 0.2323
```
Positions in Å, forces in eV/Å.

## Properties
Highest occupied orbital energy (alpha / beta)   -17.67 / -17.88 eV
Charge   +2
Multiplicity   2
⟨S²⟩   1.086

***

Computed, not measured: a molecular structure, C5H13N2S, with ωB97M-V/def2-TZVPD.

XYZ file:
```
21
Properties=species:S:1:pos:R:3:forces:R:3:lowdin_charge:R:1
C 1.481391 0.763671 -0.270784 2.624 -1.494 -0.161 -0.2968
C 1.615685 -0.361076 0.844047 2.911 1.531 -1.093 -0.6231
S 3.320899 -1.329949 0.833654 -0.629 0.691 0.035 0.0425
C 2.047973 0.065567 -1.547468 -0.993 2.181 -0.883 -0.2089
N -1.886874 -1.174021 -1.197759 3.065 4.540 3.944 0.0487
C -1.604276 0.081046 -0.678474 -3.077 -1.446 -1.336 -0.3214
C -2.044697 0.609626 0.767426 0.611 -1.805 0.102 -0.2418
N -2.607960 -0.477812 1.680910 -0.427 0.201 -1.020 -0.0429
H 2.220579 1.573231 -0.062723 -0.463 -0.465 0.144 0.0922
H 0.555102 1.286499 -0.531739 -0.239 -0.459 0.597 0.0411
H 1.704441 -0.109209 1.867766 -1.036 0.731 0.866 -0.0205
H 1.047980 -1.174553 0.602179 -2.279 -1.879 -0.197 -0.0465
H 2.235429 0.826063 -2.324215 -0.235 -0.242 -0.074 0.0598
H 1.540498 -0.765970 -1.981109 -1.651 -0.327 -0.244 0.0503
H 2.937779 -0.449444 -1.405205 2.065 -0.184 1.036 -0.0569
H -1.385554 0.972359 -1.314412 0.220 -0.628 0.000 0.0923
H -1.092023 -1.065703 -0.199037 -0.982 -1.814 -1.467 0.1256
H -1.178322 1.082011 1.280038 -0.392 -0.337 -0.415 0.0934
H -2.755397 1.420263 0.535550 -0.025 -0.457 0.188 0.0972
H -2.532982 -1.456689 1.280431 0.035 1.816 0.209 0.0660
H -3.619679 -0.315902 1.820918 0.897 -0.156 -0.232 0.0496
```
Positions in Å, forces in eV/Å.

## Properties
Highest occupied orbital energy   -2.39 eV
Charge   -1

***

Computed, not measured: a molecular structure, C5H13N3, with ωB97M-V/def2-TZVPD.

XYZ file:
```
21
Properties=species:S:1:pos:R:3:forces:R:3:lowdin_charge:R:1
C 1.045099 -0.945528 0.242070 -0.621 -0.212 -1.527 -0.3514
C -1.585450 -0.083383 1.960011 -0.003 0.178 0.116 -0.0704
C -0.620709 1.632891 -1.405212 1.097 -0.864 -0.455 -0.1859
N 0.608484 0.217283 0.833206 0.288 0.340 0.234 0.0139
C -0.805959 0.495061 0.817928 -0.273 0.370 -0.601 -0.3625
N 2.421525 -1.178288 0.332662 0.111 0.041 -0.043 0.0722
N 0.540332 -0.868125 -1.488216 0.236 -0.528 1.368 0.0387
C -1.309705 1.245530 -0.193079 -0.259 -0.820 0.683 -0.1752
H 1.180208 1.024498 0.598770 -0.114 -0.112 0.012 0.1290
H 0.458587 -1.810783 0.543182 0.050 0.052 0.018 0.1376
H 2.994961 -0.394327 0.048767 -0.040 -0.052 0.013 0.0892
H 2.725531 -2.033263 -0.108182 -0.026 0.056 0.003 0.0836
H -0.268510 -1.465504 -1.643031 0.024 -0.136 0.135 0.0729
H 1.269410 -1.207461 -2.108865 0.112 0.129 0.021 0.0644
H -2.380486 1.432029 -0.160088 -0.049 -0.037 0.138 0.0968
H -1.513051 -1.175859 2.008987 0.027 0.030 -0.046 0.0641
H -1.231750 0.297247 2.923814 -0.005 -0.023 -0.035 0.0715
H -2.640822 0.172009 1.863235 0.005 -0.023 -0.017 0.0707
H 0.019407 0.312029 -1.693994 -0.620 1.485 -0.093 0.0804
H -1.233184 2.176538 -2.119616 0.016 -0.035 0.019 0.0274
H 0.326081 2.157408 -1.252347 0.044 0.161 0.057 0.0330
```
Positions in Å, forces in eV/Å.

## Properties
Highest occupied orbital energy   -6.52 eV